No. 1
{"formula": "C3H15NO3", "method": "ωB97M-V with the def2-TZVPD basis set", "energy_ha": -403.732412, "homo_lumo_gap_ev": 9.8050, "de_lowest_kj_mol": 144.0, "mol_weight_g_mol": 113.16, "elements": ["O", "H", "H", "O", "O", "C", "H", "H", "H", "H", "H", "H", "H", "C", "C", "H", "H", "H", "H", "N", "H", "H"], "coordinates": [[-2.0401, 2.4977, -3.0521], [0.7940, 2.1009, -2.4886], [-1.0891, 2.3473, -3.0952], [-1.6039, -4.3364, 4.6215], [0.0282, -2.5934, 1.2234], [0.7107, 0.6680, -0.8251], [-1.2229, 1.1715, -0.0137], [0.9923, -0.2159, -1.4226], [0.6684, 2.8271, -0.8082], [1.2149, 1.5397, 1.1065], [1.3276, -0.2116, 1.1348], [2.5526, 0.6605, 0.2843], [-0.2277, -1.6747, 1.3552], [1.5010, 0.6643, 0.4987], [1.0740, 2.0153, -1.4372], [-1.2117, -3.8528, 3.8719], [-0.9972, 0.0571, -1.5386], [-2.3428, 1.5830, -3.0690], [-0.8067, -4.8059, 4.9039], [-0.7694, 0.4900, -0.6460], [-0.7002, -3.0238, 0.7611], [2.1481, 2.0922, -1.3652]], "forces_ev_per_angstrom": [[0.2, -0.5, -0.2], [-0.1, 0.2, 0.1], [0.1, 0.4, 0.1], [1.0, 0.2, -0.6], [0.1, -0.3, 0.2], [-0.8, 0.2, 1.4], [-0.2, -0.7, -1.7], [0.3, 0.6, 0.0], [-0.1, -0.3, -0.5], [0.3, -0.1, -0.3], [-0.1, 0.0, -0.3], [0.6, 0.3, 0.0], [-0.2, 0.0, -0.3], [-1.1, -0.6, 0.5], [0.1, -0.3, -0.1], [-0.6, 0.1, 0.2], [-1.7, 0.9, 0.8], [-0.4, 0.1, 0.0], [-0.4, -0.2, 0.4], [2.6, -0.7, 0.5], [0.0, 0.3, 0.0], [0.5, 0.3, -0.3]]}

=====

No. 2
{"formula": "C3H15NO3", "method": "ωB97M-V with the def2-TZVPD basis set", "energy_ha": -403.736058, "homo_lumo_gap_ev": 9.3631, "de_lowest_kj_mol": 134.4, "mol_weight_g_mol": 113.16, "elements": ["H", "H", "H", "O", "H", "H", "H", "H", "C", "C", "H", "H", "H", "H", "H", "O", "H", "N", "C", "O", "H", "H"], "coordinates": [[1.3748, -2.3184, -4.1007], [-2.4536, -1.0527, -1.5160], [2.3579, -3.5153, -4.5877], [1.3908, -3.1064, -4.6913], [0.0191, -0.3954, -0.3497], [2.6180, 1.8373, 1.7307], [4.4214, 3.0720, 1.0138], [0.0940, -0.2548, 1.2279], [-2.6134, -1.3925, -0.4618], [-1.8628, -0.5708, 0.6257], [-3.2599, 1.0428, 0.2940], [-2.1398, -1.1268, 1.5494], [-3.6912, -1.5515, -0.3536], [-2.0835, -2.3643, -0.4935], [-2.2787, 1.4663, 1.6332], [3.4890, 3.2624, 1.0798], [3.4695, 3.9542, 1.7570], [-0.3969, -0.7615, 0.4782], [-2.2669, 0.9133, 0.6676], [2.6110, 0.8377, 1.7429], [-1.4891, 1.4188, 0.0802], [2.6904, 0.6055, 2.6740]], "forces_ev_per_angstrom": [[0.2, -0.9, -0.6], [-0.1, 0.4, 0.8], [-3.3, 1.5, -0.2], [3.1, -0.6, 0.8], [-0.2, 0.3, -1.0], [0.2, -1.5, -0.2], [0.5, -0.4, -0.2], [-0.3, -0.4, -0.3], [1.4, -0.3, -1.2], [-0.2, -0.7, 0.1], [-0.6, 0.3, -0.7], [0.3, 0.7, -0.2], [0.3, 0.2, 0.4], [-0.6, 0.2, 0.3], [0.3, -0.9, -0.2], [-0.3, 0.9, 0.4], [-0.2, 0.0, -0.2], [-0.3, -0.1, 1.6], [0.8, 0.2, 0.5], [-0.3, 1.0, 0.3], [-0.6, 0.2, -0.3], [0.0, -0.1, -0.1]]}

=====

No. 3
{"formula": "C3H15NO4", "method": "ωB97M-V with the def2-TZVPD basis set", "energy_ha": -478.997330, "homo_lumo_gap_ev": 9.2380, "de_lowest_kj_mol": 82.6, "mol_weight_g_mol": 129.16, "elements": ["O", "H", "O", "C", "H", "H", "H", "H", "H", "O", "H", "C", "H", "H", "N", "H", "O", "H", "H", "H", "C", "H", "H"], "coordinates": [[1.1422, -2.2494, -0.3616], [-0.6196, 1.9344, 2.4653], [-1.3294, 2.2234, 1.8810], [1.2579, 0.9037, -0.4729], [2.2626, 1.3293, -0.4460], [-3.4153, -0.0333, 1.4854], [2.8191, -1.1161, -0.1544], [1.2563, 1.1004, -2.6310], [-1.8200, -0.8647, -0.0968], [-3.0257, 0.3135, 0.6789], [-0.0391, 0.1155, -1.9964], [1.8958, -1.3235, 0.3955], [0.2039, -2.0845, -0.1830], [-2.4757, 1.0560, 0.9926], [1.2311, -0.0635, 0.6484], [-0.9222, 2.9408, 1.3817], [-1.5865, -1.6741, -0.5951], [-2.4535, -1.9479, -0.9122], [1.6692, -0.4687, -2.2054], [0.4591, 1.5673, -0.2946], [1.0172, 0.3366, -1.8749], [0.2778, -0.2299, 0.9438], [2.1949, -1.7653, 1.3517]], "forces_ev_per_angstrom": [[0.2, 0.1, 0.2], [0.0, -0.2, 0.0], [0.3, 0.2, 0.0], [1.2, -2.1, -0.3], [-0.3, 0.6, 0.1], [-0.1, -0.1, 0.1], [-0.1, 0.0, 0.0], [-0.2, 0.3, 0.3], [-0.1, -0.3, -0.2], [0.2, 0.3, 0.1], [0.0, -0.5, -0.1], [0.1, 0.1, 0.1], [0.0, -0.3, -0.3], [-0.1, -0.1, 0.0], [0.0, 0.1, -0.3], [-0.1, 0.0, -0.1], [-0.2, 0.4, 0.2], [0.1, -0.2, -0.1], [-0.2, -0.4, 0.6], [-0.5, 1.4, 0.4], [0.2, 0.8, -0.7], [0.0, -0.1, 0.1], [-0.2, 0.0, 0.1]]}

=====

No. 4
{"formula": "C3H15NO4", "method": "ωB97M-V with the def2-TZVPD basis set", "energy_ha": -478.918859, "homo_lumo_gap_ev": 8.3791, "de_lowest_kj_mol": 288.7, "mol_weight_g_mol": 129.16, "elements": ["H", "O", "H", "H", "C", "O", "H", "N", "H", "H", "O", "H", "H", "H", "H", "H", "H", "H", "H", "C", "O", "H", "C"], "coordinates": [[3.4623, 0.2468, -0.2783], [-2.5651, 2.3795, 0.3091], [2.0333, 0.9541, -1.2181], [-1.2590, 1.8813, -2.2868], [-0.7100, -1.3960, -0.9142], [-0.1358, 0.5056, 1.9688], [1.1338, -0.2707, 0.5874], [1.5865, -0.7887, -0.1455], [-1.2692, -0.8173, -0.1397], [0.2911, -1.5511, 3.1697], [-0.1428, -2.1939, 3.6628], [-0.4305, 1.2266, 1.4020], [-1.0706, 0.7636, -3.3081], [-1.5453, -1.8914, -1.4389], [0.4281, -2.7788, 4.1692], [1.2356, -1.9169, -1.8620], [-3.0882, 3.1299, 0.7553], [-0.0718, 0.9559, 2.8182], [-3.1188, 2.0134, -0.3021], [2.6415, -0.0452, -0.9095], [-1.1722, 1.7165, -3.3554], [3.1433, -0.7350, -1.6784], [0.6236, -1.3882, -1.0054]], "forces_ev_per_angstrom": [[0.1, 0.2, 0.6], [1.4, 3.3, 3.7], [2.2, -2.1, -0.4], [0.4, -0.2, -4.0], [-1.7, 0.9, 1.1], [0.1, 0.4, 0.2], [0.2, 0.4, 0.3], [-0.2, -0.9, -1.4], [1.2, -0.2, -0.1], [1.7, 1.4, -1.2], [-2.0, -1.9, 1.6], [-0.3, -0.1, -0.4], [0.1, -0.5, -0.4], [1.5, -0.3, -0.6], [0.4, 0.5, -0.4], [-1.7, 0.8, 1.5], [1.2, -1.8, -1.2], [0.1, -0.2, 0.2], [-2.5, -1.5, -2.5], [-2.1, 0.9, -0.1], [-0.4, 0.7, 4.5], [-1.4, 1.3, 0.6], [2.0, -0.9, -1.6]]}

=====

No. 5
{"formula": "C3H15NO4", "method": "ωB97M-V with the def2-TZVPD basis set", "energy_ha": -478.544696, "homo_lumo_gap_ev": [6.3700, 6.2792], "de_lowest_kj_mol": 485.4, "mol_weight_g_mol": 129.16, "total_charge": 1, "multiplicity": 2, "elements": ["C", "C", "H", "O", "H", "H", "H", "H", "O", "H", "H", "H", "H", "H", "O", "H", "O", "C", "H", "H", "H", "N", "H"], "coordinates": [[-1.4986, -0.0490, 1.8164], [-2.1388, -0.9087, -0.3828], [2.0474, -0.9517, 0.6241], [2.8735, 0.0714, -0.1096], [-2.4772, 0.3979, 1.9820], [-1.8401, 2.4571, -0.6976], [-0.7615, -0.0037, 2.6113], [-1.5483, 0.9201, -0.7509], [1.0549, 1.8405, 0.7995], [0.3165, 1.7154, 0.1945], [-3.1968, -0.7316, -0.2024], [1.8293, -1.9316, 1.8185], [1.7454, 1.2690, 0.4231], [-1.8452, -1.5563, -1.2080], [-1.2247, 1.7771, -1.0125], [-0.2216, -1.0989, 0.4693], [1.3640, -1.5173, 1.0874], [-1.2313, -0.7169, 0.6505], [0.5263, -1.0080, -2.6866], [1.5287, -0.3324, -1.5147], [3.7927, 0.1581, 0.2253], [0.6021, -0.3580, -1.9199], [0.3032, 0.5574, -2.2166]], "forces_ev_per_angstrom": [[-0.7, -0.2, 0.0], [-0.4, -1.6, 1.9], [-0.9, -1.2, 0.5], [1.3, 0.4, -0.2], [0.2, 0.2, 0.0], [0.1, -0.3, -0.2], [0.0, 0.0, -0.1], [-0.2, 0.1, 0.0], [0.1, -0.4, 0.2], [-0.2, 0.3, -0.3], [0.0, 0.5, -0.4], [0.0, -0.2, 0.1], [-0.3, 0.6, 0.2], [0.0, 0.6, -0.2], [0.2, 0.9, -0.1], [-0.5, 0.2, 0.3], [1.0, 0.2, 0.1], [0.7, -0.3, -1.3], [0.3, 0.0, -0.1], [-0.2, -0.1, -0.5], [-0.1, 0.1, -0.1], [-0.6, -0.2, 0.4], [0.2, 0.2, -0.2]]}

=====

No. 6
{"formula": "C3H15NO6", "method": "ωB97M-V with the def2-TZVPD basis set", "energy_ha": -629.463990, "homo_lumo_gap_ev": 9.8953, "de_lowest_kj_mol": 223.2, "mol_weight_g_mol": 161.15, "elements": ["O", "H", "H", "H", "O", "H", "C", "H", "C", "O", "O", "H", "H", "C", "H", "H", "H", "O", "H", "N", "H", "H", "H", "O", "H"], "coordinates": [[0.3558, 2.8679, 1.6610], [-0.7532, 1.1207, -1.5203], [-0.4969, 3.0927, -0.1614], [-2.4806, 0.5449, 1.0342], [2.3211, 1.1276, -1.3359], [-2.5446, -1.3114, 2.1211], [0.0349, 2.4637, 0.5781], [-2.5468, -2.5954, 1.0640], [0.3674, 1.0271, 0.1951], [-2.9356, 1.3120, 0.6609], [0.8971, -3.1701, 0.3072], [-1.1976, -0.1275, -0.6149], [1.3695, -2.4757, -0.1883], [1.8730, 0.8013, -0.0515], [2.5408, -0.9688, -1.7996], [2.4133, 1.3984, 0.6836], [0.1647, 0.4533, 1.0942], [-2.8569, -1.7136, 1.3065], [-3.7248, 0.9018, 0.2817], [-0.3816, 0.4128, -0.9004], [0.9590, -2.9379, 1.2431], [1.0403, -1.2902, -1.9100], [1.9938, -0.2669, 0.1554], [1.9139, -1.7045, -1.8556], [1.6737, 1.0378, -2.0481]], "forces_ev_per_angstrom": [[0.0, 0.4, 0.0], [0.0, 0.1, -0.1], [0.0, 0.0, 0.0], [-0.1, 0.2, -0.1], [0.7, 0.5, -0.5], [0.4, -1.1, 0.1], [0.1, -0.4, -0.2], [0.5, 0.4, 0.9], [-0.1, -0.5, -0.2], [-0.1, -0.3, 0.0], [-0.1, 0.3, 0.4], [0.4, 0.2, 0.2], [0.0, -0.4, -0.1], [-1.0, -0.1, 0.5], [-0.2, 0.0, -0.1], [0.3, -0.1, -0.2], [0.0, 0.0, 0.3], [-0.7, 0.8, -0.9], [0.1, 0.2, 0.0], [-0.2, 0.1, -0.5], [0.1, 0.0, -0.3], [0.1, 0.2, 0.0], [0.4, 0.1, 0.0], [0.1, -0.1, 0.0], [-0.3, -0.2, 0.6]]}